Record 1
{
  "formula": "C38H114N15O13P5",
  "method": "wB97M-V/def2-TZVPD",
  "fmax_ev_per_a": 3.2,
  "multiplicity": 1,
  "molar_mass_g_mol": 1144.29,
  "homo_ev": -8.08,
  "orbital_gap_ha": 0.31348,
  "total_charge": 0,
  "species": ["C", "C", "O", "O", "H", "H", "H", "H", "H", "H", "C", "C", "O", "O", "H", "H", "H", "H", "H", "H", "C", "C", "O", "O", "H", "H", "H", "H", "H", "H", "C", "C", "O", "O", "H", "H", "H", "H", "H", "H", "O", "P", "N", "C", "C", "N", "C", "C", "N", "C", "C", "H", "H", "H", "H", "H", "H", "H", "H", "H", "H", "H", "H", "H", "H", "H", "H", "H", "H", "O", "P", "N", "C", "C", "N", "C", "C", "N", "C", "C", "H", "H", "H", "H", "H", "H", "H", "H", "H", "H", "H", "H", "H", "H", "H", "H", "H", "H", "O", "P", "N", "C", "C", "N", "C", "C", "N", "C", "C", "H", "H", "H", "H", "H", "H", "H", "H", "H", "H", "H", "H", "H", "H", "H", "H", "H", "H", "O", "P", "N", "C", "C", "N", "C", "C", "N", "C", "C", "H", "H", "H", "H", "H", "H", "H", "H", "H", "H", "H", "H", "H", "H", "H", "H", "H", "H", "O", "P", "N", "C", "C", "N", "C", "C", "N", "C", "C", "H", "H", "H", "H", "H", "H", "H", "H", "H", "H", "H", "H", "H", "H", "H", "H", "H", "H"],
  "xyz": [[14.52, 17.75, 15.25], [12.97, 17.69, 15.29], [12.53, 16.35, 15.54], [15.02, 16.53, 14.61], [14.92, 17.87, 16.22], [14.82, 18.63, 14.66], [12.57, 18.09, 14.33], [12.60, 18.41, 16.02], [12.08, 16.09, 14.70], [14.35, 15.82, 14.82], [13.86, 9.19, 17.57], [12.96, 9.54, 16.43], [12.43, 8.40, 15.77], [14.48, 10.34, 18.10], [14.66, 8.46, 17.29], [13.26, 8.70, 18.34], [13.39, 10.28, 15.79], [12.07, 10.08, 16.74], [12.99, 7.64, 15.89], [14.10, 10.64, 18.95], [18.24, 9.53, 15.93], [18.01, 9.19, 17.37], [17.40, 10.40, 18.01], [17.02, 9.61, 15.21], [18.84, 8.76, 15.43], [18.84, 10.45, 15.94], [18.93, 8.87, 17.89], [17.31, 8.34, 17.29], [16.42, 10.33, 17.99], [16.54, 10.44, 15.32], [15.76, 13.37, 15.93], [17.20, 13.57, 16.56], [17.20, 13.20, 17.91], [15.20, 12.08, 15.84], [15.80, 13.74, 14.93], [15.08, 14.02, 16.53], [17.50, 14.61, 16.44], [17.84, 12.94, 15.89], [17.32, 12.21, 17.92], [15.03, 11.55, 16.65], [11.69, 16.14, 12.83], [11.95, 15.19, 11.74], [10.67, 15.32, 10.69], [10.59, 14.71, 9.37], [9.64, 16.37, 10.85], [11.82, 13.52, 12.12], [12.69, 13.07, 13.28], [10.44, 12.99, 12.42], [13.39, 15.38, 11.00], [14.08, 14.38, 10.21], [14.08, 16.68, 11.06], [11.40, 15.03, 8.65], [9.62, 14.90, 8.96], [10.71, 13.62, 9.45], [9.75, 17.02, 11.72], [8.62, 15.93, 10.95], [9.56, 17.00, 9.93], [13.72, 13.28, 13.12], [12.42, 13.54, 14.25], [12.49, 12.00, 13.42], [9.97, 13.43, 13.29], [9.76, 13.12, 11.58], [10.45, 11.92, 12.61], [13.53, 13.45, 10.08], [14.08, 14.74, 9.13], [15.11, 14.15, 10.63], [13.63, 17.35, 10.31], [15.13, 16.47, 10.99], [13.83, 17.12, 12.04], [13.85, 11.32, 20.61], [14.88, 11.10, 21.66], [16.09, 10.02, 21.27], [15.75, 8.62, 21.03], [17.56, 10.33, 21.25], [14.16, 10.48, 22.97], [14.87, 9.67, 23.89], [12.75, 10.67, 23.30], [15.59, 12.55, 21.92], [16.14, 12.71, 23.24], [15.91, 13.60, 20.98], [16.25, 7.96, 21.75], [16.06, 8.33, 20.03], [14.70, 8.55, 21.25], [17.63, 11.31, 20.87], [18.06, 9.65, 20.59], [17.90, 10.33, 22.31], [15.90, 9.55, 23.62], [14.71, 10.07, 24.89], [14.37, 8.70, 23.93], [12.35, 9.65, 23.46], [12.55, 11.36, 24.15], [12.24, 11.06, 22.42], [15.90, 13.66, 23.71], [15.71, 12.06, 23.97], [17.28, 12.48, 23.23], [15.47, 13.41, 20.01], [16.98, 13.68, 20.84], [15.63, 14.60, 21.32], [18.90, 19.60, 20.22], [19.33, 18.65, 19.16], [19.48, 19.50, 17.75], [19.82, 20.97, 17.77], [20.00, 18.85, 16.56], [18.40, 17.29, 18.75], [18.29, 16.30, 19.86], [17.18, 17.33, 17.96], [20.81, 18.00, 19.54], [21.52, 18.38, 20.74], [21.33, 16.83, 18.85], [19.57, 21.44, 16.74], [20.89, 21.12, 17.97], [19.36, 21.45, 18.60], [21.06, 18.96, 16.40], [19.58, 19.24, 15.65], [19.79, 17.79, 16.62], [17.96, 15.38, 19.40], [19.19, 16.17, 20.39], [17.53, 16.66, 20.53], [16.32, 17.38, 18.65], [17.05, 18.18, 17.26], [17.06, 16.39, 17.40], [22.54, 18.74, 20.52], [20.99, 19.14, 21.28], [21.78, 17.54, 21.43], [20.74, 16.69, 17.96], [21.24, 15.93, 19.50], [22.41, 16.96, 18.60], [21.49, 10.68, 15.02], [21.64, 12.13, 14.66], [20.95, 13.07, 15.77], [20.77, 12.53, 17.10], [20.58, 14.49, 15.65], [20.92, 12.57, 13.21], [21.45, 12.02, 11.99], [19.41, 12.49, 13.22], [23.19, 12.48, 14.40], [24.24, 11.69, 14.96], [23.61, 13.69, 13.72], [21.64, 12.57, 17.75], [20.60, 11.47, 16.93], [19.92, 12.94, 17.62], [21.35, 15.11, 16.12], [19.58, 14.68, 16.18], [20.46, 14.68, 14.56], [21.35, 10.90, 11.89], [20.86, 12.47, 11.20], [22.49, 12.20, 11.94], [19.04, 11.48, 13.04], [19.14, 12.73, 14.25], [19.06, 13.14, 12.44], [24.82, 12.25, 15.67], [23.86, 10.81, 15.50], [24.88, 11.37, 14.16], [24.03, 13.52, 12.74], [24.39, 14.19, 14.31], [22.77, 14.33, 13.50], [9.93, 16.59, 19.14], [11.04, 15.87, 19.76], [10.54, 15.18, 21.21], [9.16, 14.89, 21.42], [11.46, 14.55, 22.12], [12.43, 16.72, 20.25], [13.57, 16.89, 19.25], [12.04, 17.96, 20.99], [11.64, 14.75, 18.65], [12.46, 13.65, 19.19], [10.68, 14.21, 17.72], [8.96, 13.92, 21.86], [8.62, 14.95, 20.48], [8.66, 15.66, 22.02], [12.44, 14.92, 21.92], [11.38, 13.47, 21.97], [11.27, 14.88, 23.15], [13.21, 17.63, 18.52], [14.34, 17.44, 19.81], [13.90, 15.91, 18.93], [11.55, 18.71, 20.30], [11.25, 17.77, 21.73], [12.92, 18.41, 21.45], [11.85, 12.87, 19.67], [13.02, 13.16, 18.40], [13.13, 14.04, 19.94], [11.20, 13.96, 16.81], [9.89, 14.98, 17.62], [10.22, 13.28, 18.13]]
}



Record 2
{
  "formula": "C5H10BNO2",
  "method": "wB97M-V/def2-TZVPD",
  "fmax_ev_per_a": 4.1,
  "multiplicity": 1,
  "molar_mass_g_mol": 126.95,
  "homo_ev": -7.98,
  "orbital_gap_ha": 0.27902,
  "total_charge": 0,
  "relative_energy_kj_mol": 417.9,
  "species": ["B", "C", "C", "C", "C", "C", "N", "O", "O", "H", "H", "H", "H", "H", "H", "H", "H", "H", "H"],
  "xyz": [[-0.86, -1.76, 0.52], [2.02, -0.62, -1.13], [0.32, -0.08, -1.02], [-1.21, 1.66, -0.07], [0.24, 0.08, 1.41], [0.10, 0.92, 0.18], [-0.53, -1.22, -0.70], [2.58, 0.00, -2.03], [2.34, -1.44, -0.29], [-1.36, -2.65, 0.98], [-0.10, 0.48, -1.85], [-2.22, 1.01, -0.03], [-1.21, 2.08, -1.11], [-1.24, 2.42, 0.83], [1.22, -0.54, 1.58], [-0.44, -0.82, 1.63], [0.01, 0.68, 2.34], [0.98, 1.58, 0.35], [-0.65, -1.78, -1.58]]
}



Record 3
{
  "formula": "C40H47F3GeIIrN5O2P2",
  "method": "wB97M-V/def2-TZVPD",
  "fmax_ev_per_a": 2.4,
  "multiplicity": 1,
  "molar_mass_g_mol": 1140.52,
  "homo_ev": [-8.23, -8.23],
  "orbital_gap_ha": [0.17483, 0.17488],
  "total_charge": 1,
  "relative_energy_kj_mol": 370.1,
  "species": ["Ir", "O", "P", "C", "P", "O", "C", "C", "C", "C", "C", "C", "C", "C", "C", "C", "C", "C", "C", "C", "C", "C", "C", "C", "C", "C", "C", "C", "C", "C", "H", "H", "H", "H", "H", "H", "H", "H", "H", "H", "H", "H", "H", "H", "H", "H", "H", "H", "H", "H", "H", "H", "C", "Ge", "C", "C", "C", "H", "H", "H", "H", "H", "H", "H", "H", "H", "H", "H", "C", "C", "C", "C", "N", "C", "N", "N", "N", "H", "H", "H", "H", "H", "H", "H", "H", "H", "H", "I", "F", "C", "F", "F", "C", "C", "C", "N", "C", "C", "H", "H", "H", "H"],
  "xyz": [[-0.88, -0.35, 0.50], [0.10, -0.98, -1.38], [1.52, -1.45, -1.58], [1.80, -3.01, -0.70], [1.56, -2.73, 1.09], [0.39, -1.81, 1.31], [3.09, -2.10, 1.76], [3.06, -0.89, 2.44], [4.22, -0.41, 3.03], [5.39, -1.14, 2.95], [5.42, -2.36, 2.28], [4.26, -2.85, 1.69], [1.25, -4.33, 1.83], [1.75, -5.52, 1.31], [1.47, -6.71, 1.95], [0.71, -6.72, 3.11], [0.21, -5.53, 3.63], [0.47, -4.33, 2.99], [1.82, -1.77, -3.32], [0.94, -2.64, -3.95], [1.08, -2.93, -5.30], [2.11, -2.33, -6.02], [2.97, -1.44, -5.40], [2.83, -1.15, -4.05], [2.75, -0.30, -0.97], [2.33, 0.91, -0.42], [3.27, 1.82, 0.03], [4.62, 1.53, -0.04], [5.04, 0.32, -0.58], [4.11, -0.60, -1.05], [2.79, -3.41, -0.92], [1.04, -3.72, -1.03], [2.12, -0.34, 2.53], [4.20, 0.53, 3.58], [6.30, -0.77, 3.41], [6.33, -2.94, 2.23], [4.27, -3.81, 1.19], [2.36, -5.53, 0.41], [1.86, -7.65, 1.55], [0.50, -7.65, 3.62], [-0.38, -5.53, 4.53], [0.10, -3.39, 3.39], [0.13, -3.10, -3.38], [0.40, -3.61, -5.79], [2.24, -2.57, -7.07], [3.76, -0.96, -5.97], [3.51, -0.45, -3.57], [1.27, 1.11, -0.33], [2.94, 2.77, 0.45], [5.35, 2.23, 0.32], [6.10, 0.09, -0.65], [4.44, -1.54, -1.47], [-2.14, 3.71, -4.32], [-1.14, 2.07, -3.93], [-1.98, 0.51, -4.73], [0.78, 2.18, -4.22], [-1.08, 1.81, -1.94], [-2.21, 3.86, -5.39], [-1.66, 4.58, -3.87], [-3.15, 3.62, -3.91], [-1.97, 0.59, -5.82], [-3.02, 0.43, -4.40], [-1.45, -0.40, -4.44], [1.06, 2.25, -5.27], [1.25, 1.29, -3.79], [1.18, 3.06, -3.71], [-0.49, 0.92, -1.79], [-0.58, 2.65, -1.47], [-3.56, 5.47, -0.13], [-4.40, 4.65, 0.86], [-3.61, 4.34, 2.13], [-4.95, 3.37, 0.21], [-3.89, 2.42, -0.15], [-3.40, 1.40, 0.57], [-2.40, 0.86, -0.08], [-2.35, 1.58, -1.25], [-3.23, 2.53, -1.26], [-3.19, 6.37, 0.36], [-4.14, 5.76, -1.00], [-2.70, 4.90, -0.48], [-5.29, 5.23, 1.13], [-2.70, 3.78, 1.90], [-4.21, 3.75, 2.83], [-3.32, 5.26, 2.62], [-5.50, 3.61, -0.70], [-5.62, 2.86, 0.90], [-3.78, 1.08, 1.53], [0.35, -1.04, 5.22], [-4.26, 2.55, 5.60], [-4.56, 1.46, 4.89], [-5.52, 1.83, 4.00], [-5.11, 0.56, 5.71], [-3.38, 0.91, 4.14], [-3.38, -0.40, 3.70], [-2.35, -0.82, 2.88], [-1.38, 0.01, 2.46], [-1.34, 1.24, 2.97], [-2.32, 1.74, 3.81], [-4.15, -1.09, 4.01], [-2.27, -1.84, 2.55], [-0.48, 1.84, 2.70], [-2.25, 2.74, 4.21]]
}



Record 4
{
  "formula": "C45H108N12O9",
  "method": "wB97M-V/def2-TZVPD",
  "fmax_ev_per_a": 2.6,
  "multiplicity": 1,
  "molar_mass_g_mol": 961.43,
  "homo_ev": -8.27,
  "orbital_gap_ha": 0.31200,
  "total_charge": 0,
  "relative_energy_kj_mol": 250.6,
  "species": ["C", "C", "N", "C", "C", "C", "C", "H", "H", "H", "H", "H", "H", "H", "H", "H", "H", "H", "H", "H", "H", "H", "C", "C", "N", "C", "C", "C", "C", "H", "H", "H", "H", "H", "H", "H", "H", "H", "H", "H", "H", "H", "H", "H", "C", "C", "N", "C", "C", "C", "C", "H", "H", "H", "H", "H", "H", "H", "H", "H", "H", "H", "H", "H", "H", "H", "C", "C", "O", "N", "C", "H", "H", "H", "H", "H", "H", "H", "C", "C", "O", "N", "C", "H", "H", "H", "H", "H", "H", "H", "C", "C", "O", "N", "C", "H", "H", "H", "H", "H", "H", "H", "C", "C", "O", "N", "C", "H", "H", "H", "H", "H", "H", "H", "C", "C", "O", "N", "C", "H", "H", "H", "H", "H", "H", "H", "C", "C", "O", "N", "C", "H", "H", "H", "H", "H", "H", "H", "C", "C", "O", "N", "C", "H", "H", "H", "H", "H", "H", "H", "C", "C", "O", "N", "C", "H", "H", "H", "H", "H", "H", "H", "C", "C", "O", "N", "C", "H", "H", "H", "H", "H", "H", "H"],
  "xyz": [[7.78, 2.86, 0.03], [7.32, 2.22, -1.31], [5.89, 2.15, -1.55], [5.25, 1.43, -0.47], [3.72, 1.57, -0.54], [5.64, 1.45, -2.82], [6.36, 2.09, -4.01], [7.28, 3.83, 0.08], [8.86, 2.94, 0.00], [7.40, 2.24, 0.84], [7.84, 2.83, -2.04], [7.73, 1.19, -1.33], [5.44, 0.34, -0.51], [5.43, 1.71, 0.57], [3.41, 2.60, -0.35], [3.23, 1.29, -1.48], [3.22, 1.05, 0.29], [4.57, 1.42, -3.04], [6.01, 0.42, -2.69], [7.45, 2.04, -4.00], [6.07, 3.13, -4.18], [5.96, 1.67, -4.93], [-3.50, 2.30, 4.86], [-2.65, 3.41, 5.49], [-1.21, 3.20, 5.28], [-0.50, 4.46, 5.48], [-0.53, 5.02, 6.92], [-0.75, 1.99, 5.95], [0.77, 1.93, 6.09], [-3.12, 2.09, 3.86], [-4.56, 2.49, 5.00], [-3.30, 1.35, 5.36], [-2.90, 4.41, 5.13], [-2.89, 3.37, 6.57], [0.55, 4.31, 5.18], [-0.78, 5.19, 4.72], [-0.37, 4.20, 7.62], [0.19, 5.83, 6.98], [-1.53, 5.43, 7.05], [-1.11, 1.13, 5.38], [-1.23, 1.87, 6.93], [1.37, 2.37, 5.30], [1.04, 0.87, 6.20], [1.11, 2.44, 7.00], [4.21, -3.41, -5.88], [2.87, -2.70, -6.01], [2.85, -1.37, -5.39], [1.52, -0.93, -4.99], [1.47, 0.58, -4.66], [3.79, -0.40, -5.96], [3.31, 0.04, -7.36], [4.27, -4.39, -6.33], [4.58, -3.35, -4.85], [4.92, -2.84, -6.49], [2.52, -2.56, -7.03], [2.20, -3.30, -5.38], [0.82, -1.01, -5.84], [1.23, -1.47, -4.09], [0.49, 0.79, -4.22], [2.18, 0.74, -3.84], [1.58, 1.27, -5.48], [4.79, -0.83, -6.01], [3.93, 0.47, -5.33], [2.29, 0.41, -7.27], [3.32, -0.77, -8.08], [3.85, 0.90, -7.76], [-3.78, 1.44, -2.86], [-4.50, 0.29, -3.53], [-3.89, -0.67, -3.99], [-5.85, 0.34, -3.55], [-6.66, -0.73, -4.13], [-4.28, 2.38, -3.11], [-2.75, 1.48, -3.20], [-3.83, 1.26, -1.79], [-6.27, 1.25, -3.51], [-6.39, -0.78, -5.18], [-7.73, -0.62, -3.97], [-6.43, -1.64, -3.58], [-4.97, -2.05, -0.12], [-5.55, -0.93, 0.71], [-6.50, -1.12, 1.47], [-4.97, 0.27, 0.60], [-5.48, 1.52, 1.13], [-5.86, -2.63, -0.39], [-4.41, -2.78, 0.47], [-4.46, -1.73, -1.02], [-3.97, 0.27, 0.40], [-6.55, 1.58, 0.91], [-4.86, 2.36, 0.84], [-5.46, 1.49, 2.23], [-2.86, -3.65, -5.74], [-2.09, -4.03, -4.51], [-1.40, -5.04, -4.49], [-2.33, -3.25, -3.43], [-1.71, -3.41, -2.15], [-3.80, -3.13, -5.57], [-3.02, -4.55, -6.33], [-2.22, -3.02, -6.37], [-2.90, -2.44, -3.63], [-1.88, -2.43, -1.69], [-0.62, -3.37, -2.23], [-2.06, -4.15, -1.43], [3.44, 0.95, 3.29], [2.84, -0.30, 2.66], [1.72, -0.31, 2.15], [3.64, -1.37, 2.59], [3.32, -2.64, 1.95], [3.08, 1.79, 2.70], [4.53, 0.99, 3.33], [3.04, 1.11, 4.29], [4.64, -1.21, 2.66], [2.50, -2.48, 1.25], [2.96, -3.32, 2.72], [4.11, -3.12, 1.38], [2.98, -2.03, -1.85], [4.23, -2.88, -1.65], [5.26, -2.35, -1.24], [4.17, -4.19, -1.91], [3.10, -4.98, -2.52], [3.34, -1.18, -2.42], [2.50, -1.75, -0.91], [2.21, -2.47, -2.47], [5.00, -4.71, -1.65], [2.17, -4.47, -2.74], [2.94, -5.82, -1.85], [3.43, -5.36, -3.49], [-0.76, 3.98, 1.61], [-1.82, 4.79, 0.91], [-2.42, 5.71, 1.43], [-2.13, 4.40, -0.36], [-1.50, 3.32, -1.11], [-0.78, 4.27, 2.66], [0.23, 4.09, 1.20], [-1.15, 2.96, 1.72], [-2.84, 4.92, -0.84], [-1.95, 2.38, -0.77], [-0.44, 3.25, -0.87], [-1.63, 3.36, -2.19], [-7.03, 0.59, 4.76], [-5.90, -0.17, 5.38], [-5.51, 0.08, 6.51], [-5.32, -1.09, 4.59], [-4.04, -1.75, 4.79], [-7.89, -0.09, 4.66], [-6.84, 0.88, 3.73], [-7.40, 1.39, 5.40], [-5.77, -1.39, 3.73], [-3.86, -2.42, 3.95], [-4.11, -2.40, 5.67], [-3.17, -1.10, 4.84], [-0.77, -3.48, 1.66], [-0.63, -3.37, 3.17], [-1.16, -4.18, 3.92], [0.16, -2.38, 3.62], [0.45, -2.09, 5.02], [-1.63, -4.01, 1.29], [0.12, -3.87, 1.17], [-0.97, -2.44, 1.35], [0.51, -1.78, 2.88], [-0.47, -1.88, 5.56], [1.22, -1.32, 5.02], [0.89, -3.01, 5.43], [-0.04, -0.59, -0.82], [-1.20, -0.10, 0.00], [-2.37, -0.15, -0.39], [-0.84, 0.28, 1.23], [-1.86, 0.54, 2.26], [0.93, -0.40, -0.36], [0.00, -0.11, -1.80], [-0.10, -1.66, -1.05], [0.13, 0.29, 1.50], [-2.64, 1.25, 2.02], [-1.33, 1.16, 3.00], [-2.12, -0.37, 2.78]]
}